# 1
This record from OMol25 describes 2 unconnected molecules or ions with the total composition C5H13NO at a distorted geometry. The level of theory is ωB97M-V with the def2-TZVPD basis set.

XYZ file:
```
20
Properties=species:S:1:pos:R:3
C -0.543 -2.671 1.367
C -0.770 -1.278 1.621
C 0.107 -0.385 1.122
N -0.078 0.984 1.127
C 0.730 1.868 0.306
C -0.064 2.325 -0.873
H 0.104 -3.246 2.012
H -1.529 -3.154 1.537
H -0.189 -2.987 0.372
H -1.450 -1.032 2.411
H 0.837 -0.663 0.313
H -0.273 1.464 1.987
H 1.799 1.478 0.061
H 0.869 2.866 0.825
H 0.230 3.359 -1.224
H -1.077 2.028 -0.876
H 0.272 1.653 -1.686
H 0.720 -1.681 -3.411
H -0.400 -0.700 -3.690
O 0.484 -0.679 -3.473
```

Summary:
M = 103.16 g mol⁻¹
HOMO-LUMO gap = 8.24 eV
LUMO level = 0.79 eV
SMILES = C/C=C/NCC.O
charge = 0



# 2
This record from OMol25 describes a gas-phase ion, C18H22ClN4O (charge +1) at a distorted geometry. The level of theory is ωB97M-V with the def2-TZVPD basis set.

XYZ file:
```
46
Properties=species:S:1:pos:R:3
O -2.359 -1.274 -2.497
Cl 7.416 -0.370 -2.894
N 1.166 -0.400 0.119
C -1.946 -1.069 -1.371
C -0.134 -0.513 0.130
C -2.852 -0.863 -0.260
C 1.597 -0.683 -1.173
C 0.504 -0.971 -1.958
C -2.388 -0.514 0.955
C 5.424 -0.552 -1.066
C 4.702 -0.544 -3.349
C 4.082 -0.693 -0.678
C 3.357 -0.642 -2.982
C 5.728 -0.479 -2.420
C 3.022 -0.699 -1.619
N -0.577 -0.864 -1.119
N -1.006 -0.274 1.197
C -3.372 -0.410 2.099
C -0.435 -0.075 2.529
C 1.072 3.454 2.637
C -1.081 2.867 3.397
C -0.537 2.712 1.050
C 0.526 1.134 2.650
N -0.032 2.515 2.431
H -3.905 -1.050 -0.456
H 0.493 -1.231 -3.016
H 6.184 -0.453 -0.303
H 4.970 -0.500 -4.386
H 3.847 -0.720 0.381
H 2.592 -0.707 -3.748
H -3.167 -1.190 2.849
H -4.387 -0.585 1.791
H -3.340 0.604 2.533
H 0.138 -0.972 2.777
H -1.157 -0.031 3.359
H 1.917 3.221 2.019
H 1.423 3.431 3.650
H 0.717 4.470 2.431
H -0.630 2.985 4.390
H -1.595 3.805 3.180
H -1.879 2.097 3.457
H -1.402 2.114 0.848
H -0.829 3.787 0.918
H 0.160 2.446 0.293
H 1.334 0.951 1.915
H 0.978 1.077 3.653
```

Summary:
M = 345.85 g mol⁻¹
HOMO-LUMO gap = 7.91 eV
LUMO level = -2.68 eV
SMILES = Cc1cc(=O)n2cc(-c3ccc(Cl)cc3)nc2n1CC[N+](C)(C)C
charge = +1



# 3
This record from OMol25 describes a molecular structure, C12H14BCrN9 at a distorted geometry. The level of theory is ωB97M-V with the def2-TZVPD basis set.

XYZ file:
```
37
Properties=species:S:1:pos:R:3
H -0.412 2.715 0.943
N 0.016 1.555 -0.795
B 0.705 0.659 -3.062
N 0.551 1.831 -2.035
C 0.841 3.131 -2.089
Cr -0.633 -0.454 -0.321
H 1.284 3.520 -2.997
C 0.496 3.707 -0.890
H 0.609 4.737 -0.609
C -0.023 2.699 -0.088
H 1.130 1.041 -4.112
C -1.310 -2.036 0.364
H -1.505 -2.061 1.451
H -0.362 -2.617 0.182
H -2.110 -2.555 -0.167
N -0.725 0.056 -3.174
N 1.541 -0.459 -2.391
N -1.393 -0.409 -2.043
N 1.140 -1.020 -1.183
C -1.543 -0.057 -4.219
C 2.711 -0.990 -2.752
H -1.188 0.275 -5.179
H 3.160 -0.623 -3.666
C -2.730 -0.621 -3.796
C 3.080 -1.918 -1.808
C -2.615 -0.843 -2.438
C 2.086 -1.920 -0.843
H -3.585 -0.847 -4.402
H 3.983 -2.520 -1.820
H -3.309 -1.259 -1.695
H 2.001 -2.491 0.091
H -2.067 -0.488 0.122
N -0.111 0.128 1.500
C -0.013 0.236 2.657
N 0.244 0.620 3.833
C 0.079 -0.093 4.924
N -0.024 -0.631 5.972
```

Summary:
M = 347.12 g mol⁻¹
HOMO-LUMO gap (spin up / spin down) = 8.55 / 6.29 eV
LUMO level (spin up / spin down) = 0.31 / -2.21 eV
2S+1 = 5
charge = 0
<S²> = 6.02



# 4
This record from OMol25 describes a molecular structure, C18H15KN4O2Te4. The level of theory is ωB97M-V with the def2-TZVPD basis set.

XYZ file:
```
44
Properties=species:S:1:pos:R:3
K -2.450 -0.708 1.303
Te -4.440 -0.330 4.516
Te -6.368 -2.088 3.702
Te -5.593 -2.480 1.053
Te -6.973 -4.709 0.280
O -0.696 -1.344 -2.971
C -0.129 -1.096 -1.925
N 1.269 -1.097 -1.820
C 1.689 -0.559 -0.553
C 0.278 -0.417 0.129
O 0.181 -0.009 1.288
N -0.698 -0.763 -0.713
C 2.310 0.827 -0.735
C 3.636 1.114 -0.439
C 4.159 2.383 -0.671
C 3.361 3.382 -1.201
C 2.033 3.102 -1.506
C 1.516 1.840 -1.276
C 2.550 -1.509 0.261
C 2.966 -2.728 -0.259
C 3.726 -3.603 0.507
C 4.072 -3.273 1.807
C 3.647 -2.062 2.339
C 2.893 -1.187 1.574
H 1.799 -0.968 -2.665
H 4.275 0.344 -0.029
H 5.196 2.584 -0.430
H 3.765 4.372 -1.374
H 1.396 3.874 -1.921
H 0.479 1.629 -1.512
H 2.670 -2.996 -1.265
H 4.037 -4.552 0.085
H 4.652 -3.961 2.411
H 3.892 -1.802 3.362
H 2.535 -0.258 1.997
N -6.244 2.232 -0.259
C -5.284 2.947 -0.939
C -4.117 2.281 -0.711
N -4.346 1.184 0.084
C -5.628 1.183 0.339
H -7.226 2.432 -0.210
H -5.517 3.832 -1.505
H -3.131 2.515 -1.077
H -6.140 0.440 0.933
```

Summary:
M = 868.84 g mol⁻¹
HOMO-LUMO gap = 4.32 eV
LUMO level = 3.84 eV
charge = -2



# 5
This record from OMol25 describes a molecular structure, C26H52O17S3 at a distorted geometry. The level of theory is ωB97M-V with the def2-TZVPD basis set.

XYZ file:
```
98
Properties=species:S:1:pos:R:3
C -1.046 -0.464 0.008
C 0.182 -1.335 0.304
C 0.870 -0.583 1.440
O 0.388 0.777 1.399
C -0.577 0.956 0.398
H -1.927 -0.834 0.535
H -1.280 -0.592 -1.052
H 0.780 -1.422 -0.604
H -0.088 -2.364 0.548
H 1.956 -0.631 1.477
H 0.504 -1.033 2.369
H -0.205 1.444 -0.504
H -1.478 1.409 0.819
C 3.030 -4.722 3.144
C 4.391 -5.043 2.558
C 4.395 -4.211 1.283
O 3.751 -3.012 1.686
C 2.699 -3.317 2.610
H 2.975 -4.798 4.231
H 2.313 -5.466 2.788
H 4.415 -6.109 2.298
H 5.159 -4.982 3.330
H 4.017 -4.775 0.426
H 5.401 -3.851 1.049
H 1.738 -3.377 2.086
H 2.572 -2.550 3.371
C 1.164 -0.447 -4.827
C 1.573 -0.097 -3.382
C 1.499 1.464 -3.339
O 1.029 1.821 -4.650
C 0.258 0.720 -5.110
H 0.771 -1.460 -4.951
H 2.073 -0.510 -5.430
H 2.531 -0.571 -3.168
H 0.860 -0.528 -2.676
H 2.495 1.833 -3.114
H 0.763 1.792 -2.607
H 0.123 0.875 -6.184
H -0.716 0.689 -4.609
C -3.745 -2.487 2.576
C -2.585 -3.376 2.988
C -2.718 -3.504 4.491
O -3.326 -2.255 4.875
C -3.772 -1.495 3.744
H -4.670 -3.067 2.544
H -3.626 -1.942 1.639
H -1.653 -2.916 2.649
H -2.605 -4.362 2.513
H -1.729 -3.591 4.939
H -3.397 -4.304 4.783
H -3.016 -0.714 3.626
H -4.773 -1.122 3.951
C 1.986 3.128 3.314
C 0.706 2.757 4.034
C -0.138 3.970 3.572
O 0.737 5.071 3.759
C 2.061 4.629 3.522
H 1.912 2.979 2.225
H 2.872 2.504 3.452
H 0.870 2.897 5.110
H 0.212 1.793 3.948
H -1.008 4.061 4.219
H -0.363 3.827 2.510
H 2.750 4.781 4.366
H 2.542 5.166 2.698
C -0.361 4.765 -0.514
C 0.307 6.083 0.083
O 1.482 6.267 -0.694
S 1.211 5.732 -2.205
O 2.397 5.287 -2.857
O 0.333 6.629 -2.916
O 0.378 4.448 -1.691
H -1.371 4.995 -0.840
H -0.195 3.960 0.195
H 0.689 5.992 1.096
H -0.434 6.874 -0.028
C -2.724 4.537 -4.907
C -2.488 3.137 -5.369
O -3.088 2.353 -4.314
S -2.886 3.091 -2.889
O -1.948 2.331 -2.135
O -4.173 3.389 -2.276
O -2.281 4.452 -3.535
H -3.801 4.709 -4.803
H -2.324 5.342 -5.513
H -1.442 2.829 -5.270
H -2.848 2.855 -6.355
C -0.743 -4.475 -2.575
C -1.691 -5.463 -1.899
O -0.803 -6.451 -1.457
S 0.383 -5.705 -0.656
O 1.579 -6.466 -0.605
O -0.132 -5.228 0.602
O 0.446 -4.523 -1.793
H -1.163 -3.466 -2.596
H -0.515 -4.691 -3.620
H -2.482 -5.776 -2.577
H -2.194 -4.935 -1.083
```

Summary:
M = 732.89 g mol⁻¹
HOMO-LUMO gap = 9.65 eV
LUMO level = 0.13 eV
charge = 0



# 6
This record from OMol25 describes a molecular structure, C22H18N5RhSSe2Te2 at a distorted geometry. The level of theory is ωB97M-V with the def2-TZVPD basis set.

XYZ file:
```
51
Properties=species:S:1:pos:R:3
Rh -0.279 1.249 0.596
C -5.320 -0.477 -0.738
C -5.073 0.670 0.002
C -3.902 0.804 0.715
C -2.928 -0.203 0.675
C -3.207 -1.374 -0.050
C -4.391 -1.506 -0.741
N -1.692 -0.032 1.270
C -1.113 -1.109 1.900
C -1.813 -2.089 2.606
C -1.126 -3.086 3.278
C 0.262 -3.120 3.285
C 0.991 -2.176 2.586
C 0.312 -1.187 1.874
N 0.878 -0.218 1.112
N 2.164 -0.140 0.885
C 2.529 0.963 0.243
C 3.870 1.149 -0.162
C 4.209 2.246 -0.899
C 3.221 3.193 -1.211
C 1.934 2.981 -0.770
N 1.566 1.904 -0.077
H -6.233 -0.569 -1.306
H -5.809 1.463 0.015
H -3.746 1.680 1.333
H -2.459 -2.152 -0.087
H -4.584 -2.409 -1.301
H -2.890 -2.045 2.661
H -1.679 -3.836 3.823
H 0.776 -3.888 3.843
H 2.070 -2.181 2.593
H 4.588 0.402 0.129
H 5.222 2.389 -1.240
H 3.468 4.091 -1.752
H 1.154 3.704 -0.984
Se 0.546 1.985 3.227
Te -0.069 4.343 3.427
Te -2.272 4.493 1.827
Se -1.558 3.183 -0.130
S -0.833 0.277 -1.813
C 0.657 -0.330 -2.296
N 1.585 0.522 -2.849
C 2.811 0.113 -3.244
C 3.163 -1.197 -3.157
C 2.238 -2.122 -2.613
C 1.013 -1.690 -2.197
H 1.325 1.500 -2.904
H 3.481 0.874 -3.614
H 4.130 -1.527 -3.495
H 2.520 -3.157 -2.509
H 0.289 -2.360 -1.765
```

Summary:
M = 900.51 g mol⁻¹
HOMO-LUMO gap (spin up / spin down) = 4.49 / 4.35 eV
LUMO level (spin up / spin down) = -1.71 / -1.84 eV
charge = 0



# 7
This record from OMol25 describes 2 unconnected molecules or ions with the total composition CH2Cl2OS at a distorted geometry. The level of theory is ωB97M-V with the def2-TZVPD basis set.

XYZ file:
```
7
Properties=species:S:1:pos:R:3
C 1.483 -0.028 -0.107
O -1.485 -1.118 0.262
S -1.731 0.203 0.874
Cl 0.730 -1.447 -0.438
Cl -2.306 1.481 -0.651
H 1.478 0.760 -0.836
H 1.830 0.149 0.896
```

Summary:
M = 133.00 g mol⁻¹
HOMO-LUMO gap (spin up / spin down) = 8.88 / 6.85 eV
LUMO level (spin up / spin down) = -0.17 / -1.36 eV
charge = 0



# 8
This record from OMol25 describes a molecular structure, C3H10NS at a distorted geometry. The level of theory is ωB97M-V with the def2-TZVPD basis set.

XYZ file:
```
15
Properties=species:S:1:pos:R:3
C 1.343 -0.678 -0.545
N 0.952 0.010 -1.822
H 1.985 0.010 0.012
H 1.640 -1.715 -0.559
H -0.026 -0.281 -1.928
H 1.235 -0.499 -2.625
C -2.093 -0.259 -0.201
S -0.174 -0.864 0.928
C 0.440 1.213 1.820
H -2.722 0.265 0.567
H -1.419 0.211 -0.974
H -2.572 -1.252 -0.421
H 1.530 0.968 1.877
H -0.032 1.086 2.765
H -0.086 1.785 1.106
```

Summary:
M = 92.19 g mol⁻¹
HOMO-LUMO gap = 9.81 eV
LUMO level = -4.93 eV
charge = +1



# 9
This record from OMol25 describes a molecular structure, C23H26N2O4 at a distorted geometry. The level of theory is ωB97M-V with the def2-TZVPD basis set.

XYZ file:
```
55
Properties=species:S:1:pos:R:3
C -1.981 6.314 -1.535
H -1.716 6.322 -0.516
O -0.687 6.224 -2.310
C 0.195 5.375 -2.213
C 0.096 4.345 -1.467
C 1.072 3.562 -1.165
C 2.095 3.712 -1.922
C 2.471 4.607 -2.929
C 1.436 5.558 -3.049
H 1.365 6.288 -3.740
H 3.382 4.771 -3.343
H 3.241 2.957 -1.847
N 0.977 2.400 -0.364
C -0.085 1.736 -0.049
C -0.307 0.738 0.656
C 0.471 0.606 1.851
C 0.188 -0.392 2.810
C 1.219 -0.497 3.855
C 2.629 0.013 3.831
C 2.708 1.074 2.860
C 1.848 1.245 1.691
C 2.047 2.390 0.890
O 3.152 2.886 0.802
H 3.594 1.686 2.826
H 3.561 -0.087 4.490
H 1.125 -1.306 4.695
H -0.738 -0.887 2.838
C -1.543 -0.002 0.676
O -2.788 0.709 0.282
N -1.689 -1.319 0.805
H -0.598 -1.758 0.949
C -2.658 -2.182 0.436
C -2.711 -2.823 -0.805
C -1.490 -3.532 -1.258
O -1.189 -4.394 -0.137
C 0.219 -5.110 0.023
C 0.499 -5.705 1.138
H -0.562 -6.276 1.712
H 0.397 -4.802 2.009
H 1.391 -5.987 1.403
C -0.068 -6.260 -1.113
H 0.962 -6.553 -0.963
H -0.737 -6.814 -1.001
H -0.137 -5.783 -2.284
H 0.997 -4.271 -0.451
H -1.578 -4.241 -2.119
H -0.706 -2.899 -1.292
H -3.007 -2.147 -1.653
H -3.421 -3.548 -0.920
H -2.674 -2.834 1.344
H -3.572 -1.615 0.678
H -0.774 1.934 -0.916
H -0.645 4.123 -0.574
H -2.664 7.131 -1.922
H -2.612 5.320 -1.690
```

Summary:
M = 394.47 g mol⁻¹
HOMO-LUMO gap = 7.45 eV
LUMO level = -0.44 eV
charge = 0



# 10
This record from OMol25 describes 3 unconnected molecules or ions with the total composition C4H8O2. The level of theory is ωB97M-V with the def2-TZVPD basis set.

XYZ file:
```
14
Properties=species:S:1:pos:R:3
O 1.837 1.242 0.163
C 1.603 0.298 -0.555
C 0.001 -2.220 0.501
C -0.623 -1.153 0.989
C -1.136 2.233 -0.558
O -1.549 1.210 -1.056
H -0.111 2.312 -0.154
H 2.265 -0.588 -0.585
H 0.719 0.269 -1.217
H 0.704 -2.798 1.095
H -0.173 -2.560 -0.518
H -1.316 -0.576 0.383
H -0.444 -0.801 2.003
H -1.777 3.132 -0.491
```

Summary:
M = 88.11 g mol⁻¹
HOMO-LUMO gap = 10.53 eV
LUMO level = 0.77 eV
SMILES = C=C.C=O.C=O
charge = 0



# 11
This record from OMol25 describes a molecular structure, C8H6I2N3O3Zr. The level of theory is ωB97M-V with the def2-TZVPD basis set.

XYZ file:
```
23
Properties=species:S:1:pos:R:3
Zr 1.604 -1.085 0.061
I 4.554 -1.300 0.482
C 4.337 -3.404 0.128
I 2.317 -3.913 -0.413
H 4.579 -3.935 1.044
H 4.977 -3.676 -0.707
O 0.196 -0.950 1.692
C 0.069 0.233 1.258
O 1.149 0.804 0.879
C -1.199 0.845 0.736
C -2.209 1.345 1.502
C -3.285 2.009 0.883
C -3.319 2.133 -0.494
C -2.311 1.560 -1.249
N -1.265 0.970 -0.641
H -2.162 1.247 2.580
H -4.085 2.413 1.492
H -4.136 2.627 -1.004
H -2.308 1.528 -2.332
N 2.072 0.590 -1.685
C 0.919 0.715 -1.669
O -0.115 -1.017 -1.007
N -0.381 0.264 -1.536
```

Summary:
M = 537.19 g mol⁻¹
HOMO-LUMO gap = 8.19 eV
LUMO level = -12.99 eV
charge = +3